8
Properties=species:S:1:pos:R:3:forces:R:3:nbo_charge:R:1 method="wB97M-V/def2-TZVPD" largest_force_ha_per_bohr=0.011 lumo_energy_ev="-0.805 / -0.824" e_above_lowest_kcal_mol=212.9 energy_ev=-6687.260 e_homo_ha="-0.3431 / -0.3436" gap_ev="8.53 / 8.53" spin_multiplicity=1
N 2.177949 0.760324 0.613526 -0.38 0.23 -0.28 -0.041
H 0.016405 1.292702 -1.456454 0.04 0.03 0.07 0.170
C -0.378233 -1.140885 0.574102 -0.50 -0.17 -0.20 -0.256
O 1.255089 1.197067 -0.013951 0.21 -0.09 0.15 -0.119
H -2.416920 -1.542911 -0.341032 0.14 0.02 0.06 0.238
H 0.587260 -0.944940 1.001008 -0.18 -0.09 -0.03 0.240
C -1.455758 -1.353179 0.083078 0.48 0.09 0.23 -0.239
C 0.203372 1.693762 -0.451671 0.20 -0.01 0.01 0.007

---

8
Properties=species:S:1:pos:R:3:forces:R:3:nbo_charge:R:1 method="wB97M-V/def2-TZVPD" largest_force_ha_per_bohr=0.073 lumo_energy_ev=-0.466 e_above_lowest_kcal_mol=17.2 energy_ev=-6695.744 smiles="CC(=O)C#N" e_homo_ha=-0.4158 gap_ev=10.85 spin_multiplicity=1
C 0.936280 -0.167790 -0.103419 2.85 0.26 0.56 0.144
N 2.076535 -0.286370 0.051169 -0.93 -0.27 -0.40 -0.236
H -2.409487 -0.712782 -0.241102 1.96 -0.48 0.95 0.249
O -0.632111 1.438641 0.022647 -0.95 -1.79 -0.01 -0.439
H -1.230177 -1.668638 0.901716 0.00 1.17 -0.03 0.273
H -0.976287 -1.680576 -0.765982 0.01 0.81 0.22 0.255
C -0.445545 0.233230 -0.004880 0.41 1.19 0.13 0.482
C -1.301219 -0.972530 0.035967 -3.35 -0.88 -1.43 -0.730

---

8
Properties=species:S:1:pos:R:3:forces:R:3:nbo_charge:R:1 method="wB97M-V/def2-TZVPD" largest_force_ha_per_bohr=0.038 lumo_energy_ev=1.063 e_above_lowest_kcal_mol=11.9 energy_ev=-6695.977 smiles=c1cocn1 e_homo_ha=-0.3525 gap_ev=10.66 spin_multiplicity=1
O -0.238559 0.201370 1.224300 1.32 -0.15 -1.46 -0.423
H -1.630117 1.615129 0.356138 0.32 -0.28 0.83 0.200
C 0.705016 -0.625598 0.508483 -1.45 0.57 0.34 0.028
H 1.381319 -1.056823 1.234195 -0.06 -0.48 -0.64 0.222
C 0.445860 -0.489515 -0.833264 -0.11 0.24 0.79 -0.118
N -0.482426 0.547773 -0.956432 -0.45 -0.64 -0.30 -0.474
H 0.670960 -1.057792 -1.766776 0.50 0.62 1.35 0.238
C -0.852052 0.865456 0.233356 -0.07 0.11 -0.92 0.328

---

8
Properties=species:S:1:pos:R:3:forces:R:3:nbo_charge:R:1 method="wB97M-V/def2-TZVPD" largest_force_ha_per_bohr=0.117 lumo_energy_ev=1.033 e_above_lowest_kcal_mol=34.7 energy_ev=-6694.988 smiles=c1cnoc1 e_homo_ha=-0.3638 gap_ev=10.93 spin_multiplicity=1
C 0.015946 -0.773100 0.161265 -0.37 0.23 0.29 -0.352
N 0.630292 1.312298 -0.382179 2.50 -1.63 1.60 -0.106
H -2.142696 -0.075873 0.060974 -1.05 -0.61 0.00 0.212
C 1.143181 0.093491 0.015073 -5.00 2.81 -1.86 -0.066
H 2.167245 -0.023206 -0.019363 1.81 -0.45 0.15 0.220
H -0.010180 -1.774664 0.522500 0.13 -0.52 -0.09 0.233
O -0.699204 1.252117 -0.282869 -0.54 -0.34 -1.11 -0.251
C -1.104585 -0.011063 -0.075402 2.52 0.50 1.03 0.109

---

8
Properties=species:S:1:pos:R:3:forces:R:3:nbo_charge:R:1 method="wB97M-V/def2-TZVPD" largest_force_ha_per_bohr=0.104 lumo_energy_ev=0.538 e_above_lowest_kcal_mol=102.5 energy_ev=-6692.047 e_homo_ha=-0.3615 gap_ev=10.37 spin_multiplicity=1
H 0.633901 -1.602829 -1.251985 -0.16 3.11 3.80 0.201
H -1.039050 0.790371 0.137132 2.86 -0.60 0.05 0.235
C 2.114599 0.034988 -0.036579 0.47 -2.17 1.82 0.666
C 0.096141 0.556597 0.420771 -4.39 -0.01 3.03 -0.249
H 0.223487 0.805888 1.550598 0.13 -0.39 -2.07 0.210
C 0.791880 -0.635297 -0.105177 0.69 -4.07 -3.41 -0.158
N 1.094623 0.802467 -0.516098 1.60 3.23 -2.27 -0.408
O 3.270021 -0.113621 0.247853 -1.20 0.90 -0.95 -0.495

---

9
Properties=species:S:1:pos:R:3:forces:R:3:nbo_charge:R:1 method="wB97M-V/def2-TZVPD" largest_force_ha_per_bohr=0.155 lumo_energy_ev=0.448 e_above_lowest_kcal_mol=48.8 energy_ev=-8743.013 smiles="O=C=NCC=O" e_homo_ha=-0.3683 gap_ev=10.47 spin_multiplicity=1
H -0.819892 -1.299848 -1.039773 0.17 1.10 0.89 0.107
H -0.419235 0.532720 1.464747 0.61 -0.24 -2.08 0.230
C -0.372367 0.499747 0.293472 -1.20 2.45 0.97 -0.354
O -2.378318 -0.860632 0.097761 -0.53 0.51 0.78 -0.499
C 1.994394 -0.019968 -0.133030 -5.87 2.89 -0.96 0.894
O 3.084280 -0.324245 0.052884 0.69 -0.41 -0.09 -0.454
C -1.259336 -0.605089 -0.224154 0.05 -1.46 -1.62 0.427
N 0.837214 0.524619 -0.440517 7.23 -3.21 1.10 -0.609
H -0.666739 1.552698 -0.071388 -1.15 -1.63 1.02 0.257

---

9
Properties=species:S:1:pos:R:3:forces:R:3:nbo_charge:R:1 method="wB97M-V/def2-TZVPD" largest_force_ha_per_bohr=0.217 lumo_energy_ev=-0.432 e_above_lowest_kcal_mol=160.1 energy_ev=-8738.187 smiles="C#CC(=O)NO" e_homo_ha=-0.3703 gap_ev=9.64 spin_multiplicity=1
O -0.053589 1.964032 -0.198059 0.46 3.69 -1.06 -0.498
O -1.429778 -1.033234 -0.387309 -0.63 2.24 1.43 -0.588
C 1.059453 -0.065893 -0.393142 9.74 -2.75 4.68 -0.119
N -1.298818 0.257199 0.469579 0.66 -1.02 -3.84 -0.337
C 2.316548 -0.413621 0.157070 -8.08 1.50 -4.82 -0.162
C -0.133423 0.802915 -0.177518 1.15 -2.68 2.67 0.584
H -1.914271 1.002307 0.046038 -0.57 -1.47 0.73 0.371
H 3.336848 -0.971998 0.206084 -2.43 1.31 -0.02 0.272
H -1.882969 -1.541710 0.277253 -0.28 -0.82 0.22 0.477

---

9
Properties=species:S:1:pos:R:3:forces:R:3:nbo_charge:R:1 method="wB97M-V/def2-TZVPD" largest_force_ha_per_bohr=0.074 lumo_energy_ev=0.950 e_above_lowest_kcal_mol=38.0 energy_ev=-8743.483 smiles=Oc1cocn1 e_homo_ha=-0.3346 gap_ev=10.06 spin_multiplicity=1
C -0.980728 0.474454 1.010045 2.89 -1.02 0.73 0.337
C 0.228310 -0.129167 -0.624383 -0.81 2.22 -3.00 0.368
H -1.568516 0.863254 1.822829 -0.45 0.28 -0.43 0.205
C 0.715403 -0.825235 0.396379 -0.20 1.29 0.31 -0.032
O 0.709603 0.084609 -1.917576 0.83 -2.06 2.01 -0.678
H 0.168869 0.682810 -2.401735 -1.08 0.73 -0.17 0.495
H 1.536140 -1.494983 0.459908 0.31 -0.25 0.47 0.221
O 0.054243 -0.320886 1.502994 -1.35 -0.92 0.12 -0.424
N -0.863323 0.665144 -0.248461 -0.14 -0.27 -0.03 -0.491

---

9
Properties=species:S:1:pos:R:3:forces:R:3:nbo_charge:R:1 method="wB97M-V/def2-TZVPD" largest_force_ha_per_bohr=0.057 lumo_energy_ev="0.809 / 0.809" e_above_lowest_kcal_mol=92.3 energy_ev=-8741.129 smiles=[O-][n+]1ccoc1 e_homo_ha="-0.3152 / -0.3152" gap_ev="9.39 / 9.39" spin_multiplicity=1
H -0.707919 -1.782753 -0.156253 -1.14 -2.01 -0.01 0.238
O 0.775307 1.066856 0.050176 -0.22 -1.48 -0.06 -0.391
O -2.574360 0.052674 0.066141 0.20 1.27 -0.41 -0.547
H 1.824971 -0.612441 0.220952 -0.03 -0.93 -0.16 0.223
N -1.318024 0.299027 -0.035004 1.43 -0.67 -0.26 0.070
C 0.808465 -0.317906 0.067399 0.73 1.35 -0.17 0.070
C -0.429515 -0.802684 -0.080440 1.64 2.30 0.82 -0.116
H -0.668170 2.428254 -0.284126 -0.77 -0.49 0.44 0.215
C -0.506062 1.377018 -0.058049 -1.83 0.67 -0.20 0.238

---

9
Properties=species:S:1:pos:R:3:forces:R:3:nbo_charge:R:1 method="wB97M-V/def2-TZVPD" largest_force_ha_per_bohr=0.084 lumo_energy_ev=-0.109 e_above_lowest_kcal_mol=76.0 energy_ev=-8741.837 e_homo_ha=-0.3349 gap_ev=9.01 spin_multiplicity=1
N -0.403603 -0.303888 1.030443 0.29 0.50 1.40 -0.441
O -0.426023 -2.441439 0.235671 0.33 -0.02 0.04 -0.550
C 0.273457 0.703279 0.859899 1.19 0.38 -4.14 0.104
C -0.887528 -1.334562 0.306465 -1.06 -0.59 -0.84 0.517
C 0.863777 0.975204 -1.000138 -1.38 -0.83 3.51 0.403
H -1.887177 -1.074388 -0.098398 0.15 -0.09 -0.07 0.118
H 0.516584 1.448142 1.592545 0.05 0.25 0.49 0.182
H 1.570097 1.791875 -1.148506 0.24 0.19 -0.32 0.138
O 0.380418 0.235777 -1.777981 0.19 0.20 -0.07 -0.470

---

What did the seventh record say?
9
Properties=species:S:1:pos:R:3:forces:R:3:nbo_charge:R:1 method="wB97M-V/def2-TZVPD" largest_force_ha_per_bohr=0.217 lumo_energy_ev=-0.432 e_above_lowest_kcal_mol=160.1 energy_ev=-8738.187 smiles="C#CC(=O)NO" e_homo_ha=-0.3703 gap_ev=9.64 spin_multiplicity=1
O -0.053589 1.964032 -0.198059 0.46 3.69 -1.06 -0.498
O -1.429778 -1.033234 -0.387309 -0.63 2.24 1.43 -0.588
C 1.059453 -0.065893 -0.393142 9.74 -2.75 4.68 -0.119
N -1.298818 0.257199 0.469579 0.66 -1.02 -3.84 -0.337
C 2.316548 -0.413621 0.157070 -8.08 1.50 -4.82 -0.162
C -0.133423 0.802915 -0.177518 1.15 -2.68 2.67 0.584
H -1.914271 1.002307 0.046038 -0.57 -1.47 0.73 0.371
H 3.336848 -0.971998 0.206084 -2.43 1.31 -0.02 0.272
H -1.882969 -1.541710 0.277253 -0.28 -0.82 0.22 0.477

---

Please write out number 3 again, unchanged.
8
Properties=species:S:1:pos:R:3:forces:R:3:nbo_charge:R:1 method="wB97M-V/def2-TZVPD" largest_force_ha_per_bohr=0.038 lumo_energy_ev=1.063 e_above_lowest_kcal_mol=11.9 energy_ev=-6695.977 smiles=c1cocn1 e_homo_ha=-0.3525 gap_ev=10.66 spin_multiplicity=1
O -0.238559 0.201370 1.224300 1.32 -0.15 -1.46 -0.423
H -1.630117 1.615129 0.356138 0.32 -0.28 0.83 0.200
C 0.705016 -0.625598 0.508483 -1.45 0.57 0.34 0.028
H 1.381319 -1.056823 1.234195 -0.06 -0.48 -0.64 0.222
C 0.445860 -0.489515 -0.833264 -0.11 0.24 0.79 -0.118
N -0.482426 0.547773 -0.956432 -0.45 -0.64 -0.30 -0.474
H 0.670960 -1.057792 -1.766776 0.50 0.62 1.35 0.238
C -0.852052 0.865456 0.233356 -0.07 0.11 -0.92 0.328